The following is a DFT calculation (ωB97M-V/def2-TZVPD) of the ion C4H12N3 with charge +1 at a distorted geometry.

```
19
Properties=species:S:1:pos:R:3
C -1.88 -0.05 0.11
C -0.60 0.31 0.88
C 0.66 0.00 0.15
C 1.30 0.91 -0.60
N 2.24 0.34 -1.63
N 1.22 -1.28 0.29
N -3.02 -0.05 1.04
H -2.06 0.70 -0.66
H -1.82 -1.03 -0.36
H -0.62 1.39 1.07
H -0.62 -0.20 1.84
H 1.12 1.97 -0.60
H 2.11 -0.67 -1.58
H 3.19 0.66 -1.46
H 1.93 0.70 -2.54
H 2.15 -1.26 0.68
H 0.66 -1.87 0.86
H -3.07 -0.86 1.63
H -3.84 0.03 0.46
```

Results
**Relative energy (zero: lowest compared OMol25 entry of this formula, charge and spin)**: 189.6 kJ/mol
**HOMO level**: -12.42 eV
**Energy**: -323.60606 hartree
**Molecular weight**: 102.16 g mol⁻¹
**Net charge**: +1

=====

The following is a DFT calculation (ωB97M-V/def2-TZVPD) of the ion C4H12N3 with charge +1 at a distorted geometry.

```
19
Properties=species:S:1:pos:R:3
C -1.31 1.10 -0.88
C -0.08 0.68 -0.25
C 0.67 -0.45 -0.65
C 0.27 -1.59 0.46
N 1.01 -1.29 1.67
N 2.11 -0.38 -0.68
N -2.36 1.56 -0.03
H -0.87 1.89 -1.53
H -1.65 0.35 -1.60
H 0.38 1.45 0.39
H 0.96 -2.00 2.39
H 0.49 -2.54 -0.01
H -0.81 -1.50 0.64
H 0.74 -0.39 2.03
H 0.33 -0.91 -1.58
H 2.52 -0.19 0.23
H 2.43 0.27 -1.38
H -2.66 2.52 -0.18
H -2.17 1.43 0.96
```

Results
**Relative energy (zero: lowest compared OMol25 entry of this formula, charge and spin)**: 401.7 kJ/mol
**HOMO level**: -13.78 eV
**Energy**: -323.52528 hartree
**Molecular weight**: 102.16 g mol⁻¹
**Net charge**: +1